6 unconnected molecules or ions with the total composition C24H51BrN3O5, computed with ωB97M-V/def2-TZVPD.

Computed properties:
HOMO-LUMO gap	0.313	Eh
total charge	+1
spin multiplicity	1
max |F|	0.0169	Eh/bohr

The geometry in XYZ format:
```
84
Properties=species:S:1:pos:R:3:lowdin_charge:R:1
C 3.112 0.466 1.882 -0.1232
C 1.835 0.096 1.150 -0.7430
Br 2.255 -0.707 -0.570 0.7963
C 0.893 1.284 0.936 -0.1999
N -0.060 1.414 2.048 0.1072
C -0.970 0.464 2.288 -0.4096
N -1.384 -0.291 1.208 0.1882
N -1.473 0.309 3.492 0.2439
H 2.890 0.726 2.922 0.0843
H 3.605 1.314 1.403 0.0811
H 3.814 -0.366 1.896 0.0785
H 1.321 -0.701 1.691 0.0624
H 0.321 1.203 0.014 0.0978
H 1.460 2.211 0.886 0.1334
H 0.289 1.880 2.876 0.1594
H -2.265 -0.763 1.376 0.1204
H -0.707 -0.992 0.919 0.1016
H -1.138 0.870 4.299 0.0924
H -2.212 -0.353 3.658 0.1407
C 2.277 -5.912 0.654 -0.1609
C 2.613 -4.473 0.264 -0.1737
C 1.863 -3.693 1.336 -0.2513
O 1.857 -4.504 2.502 -0.1422
C 2.292 -5.831 2.175 -0.1931
H 2.985 -6.643 0.267 0.1156
H 1.281 -6.179 0.295 0.1161
H 3.687 -4.297 0.351 0.1184
H 2.303 -4.207 -0.745 0.1068
H 0.826 -3.497 1.022 0.1108
H 2.338 -2.741 1.582 0.0746
H 3.301 -5.984 2.570 0.1195
H 1.621 -6.543 2.655 0.1183
C 0.867 0.833 7.586 -0.1547
C -0.013 1.978 8.087 -0.1538
C -0.640 2.487 6.800 -0.1677
O -0.763 1.327 5.943 -0.2166
C -0.003 0.227 6.497 -0.1863
H 1.120 0.110 8.358 0.1214
H 1.795 1.221 7.164 0.1181
H -0.781 1.599 8.762 0.1211
H 0.543 2.756 8.606 0.1211
H -0.005 3.224 6.304 0.1209
H -1.632 2.912 6.937 0.1243
H -0.698 -0.512 6.903 0.1257
H 0.574 -0.241 5.697 0.1140
C -2.603 -0.047 -4.047 -0.1625
C -1.838 0.466 -2.826 -0.1631
C -1.612 -0.826 -2.050 -0.2442
O -1.500 -1.863 -3.011 -0.1367
C -1.912 -1.381 -4.298 -0.1843
H -2.560 0.618 -4.906 0.1151
H -3.655 -0.200 -3.805 0.1035
H -0.881 0.897 -3.131 0.1131
H -2.383 1.215 -2.251 0.1102
H -2.462 -1.038 -1.386 0.1081
H -0.696 -0.810 -1.451 0.0556
H -1.027 -1.259 -4.930 0.1192
H -2.563 -2.125 -4.754 0.1205
C -7.287 0.961 -7.061 -0.1663
C -7.768 0.877 -5.612 -0.1675
C -6.571 0.223 -4.934 -0.2135
O -5.416 0.662 -5.651 -0.1631
C -5.812 1.293 -6.872 -0.2008
H -7.811 1.710 -7.652 0.1130
H -7.400 -0.006 -7.554 0.1148
H -7.935 1.878 -5.210 0.1137
H -8.684 0.302 -5.489 0.1125
H -6.636 -0.869 -4.987 0.1181
H -6.460 0.511 -3.886 0.1132
H -5.658 2.373 -6.785 0.1174
H -5.179 0.917 -7.677 0.1175
C 5.526 3.391 -2.335 -0.1642
C 4.985 1.973 -2.159 -0.1780
C 5.954 1.399 -1.135 -0.2107
O 6.347 2.493 -0.307 -0.1444
C 5.952 3.727 -0.910 -0.2046
H 4.796 4.096 -2.728 0.1119
H 6.389 3.385 -3.003 0.1165
H 3.973 2.003 -1.746 0.0899
H 4.957 1.396 -3.082 0.1143
H 6.836 0.968 -1.618 0.1212
H 5.501 0.630 -0.504 0.0956
H 5.115 4.152 -0.343 0.1118
H 6.788 4.424 -0.857 0.1185
```